17
Properties=species:S:1:pos:R:3:lowdin_charge:R:1 method="wB97M-V/def2-TZVPD" mol_weight_g_mol=102.13 smiles="C/C=C/OOCC" e_homo_ev=-9.193 lumo_ha=0.044 e_tot_ha=-346.8607 relative_energy_kj_mol=432.6 total_charge=0 homo_lumo_gap_ev=10.39
C 2.5139 -1.0436 -0.7224 -0.080
C 1.6985 -1.7371 0.3564 -0.263
O 0.6398 -0.9463 0.8626 -0.110
C -1.9997 0.7378 0.2707 -0.118
C -2.5860 2.1169 0.2936 -0.103
C -0.7865 0.4402 -0.1821 -0.167
O -0.3538 -0.8675 -0.1890 -0.094
H 2.8500 -0.0634 -0.3697 0.078
H 3.3974 -1.6411 -0.9726 0.075
H 1.9241 -0.9068 -1.6339 0.073
H 1.2982 -2.6936 -0.0031 0.119
H 2.2987 -1.9248 1.2541 0.126
H -2.5934 -0.0779 0.6799 0.116
H -3.5635 2.1550 -0.2009 0.073
H -2.7353 2.4445 1.3300 0.077
H -1.9278 2.8391 -0.1979 0.073
H -0.0747 1.1684 -0.5757 0.125

=====

136
Properties=species:S:1:pos:R:3:lowdin_charge:R:1 method="wB97M-V/def2-TZVPD" mol_weight_g_mol=713.10 smiles=COC[C@H](C)N.COC[C@H](C)N.COC[C@H](C)N.COC[C@H](C)N.COC[C@H](C)N.COC[C@H](C)N.COC[C@H](C)N.COC[C@H](C)N e_homo_ev=-8.328 lumo_ha=0.020 e_tot_ha=-2311.8049 relative_energy_kj_mol=130.5 total_charge=0 homo_lumo_gap_ev=8.88
C 23.9684 -15.7176 14.5288 -0.064
C 23.4413 -15.6084 15.9536 -0.424
C 23.3887 -14.1352 16.3804 -0.201
O 24.7077 -13.6463 16.6094 -0.186
C 24.7495 -12.2395 16.6074 -0.126
N 22.1248 -16.2650 16.0883 0.045
H 23.2251 -15.3025 13.8449 0.059
H 24.2687 -16.7411 14.3177 0.071
H 24.8523 -15.0841 14.4143 0.077
H 24.1195 -16.1834 16.5894 0.137
H 22.9536 -14.0996 17.3899 0.106
H 22.7590 -13.5196 15.7292 0.115
H 24.5051 -11.8581 15.6121 0.087
H 25.7511 -11.9224 16.8967 0.085
H 24.0867 -11.7638 17.3420 0.077
H 21.8700 -16.0891 17.0644 0.016
H 21.4998 -15.6327 15.5684 0.018
C 16.3105 -12.9311 16.2556 -0.044
C 16.5159 -14.1293 17.1932 -0.409
C 15.6581 -15.3060 16.7398 -0.201
O 15.6533 -16.2303 17.8254 -0.201
C 14.6533 -17.2341 17.7204 -0.103
N 17.9175 -14.5482 17.2418 0.047
H 16.8601 -12.0804 16.6670 0.069
H 15.2404 -12.7348 16.2293 0.078
H 16.7635 -13.0785 15.2753 0.065
H 16.1521 -13.8873 18.1979 0.142
H 16.0630 -15.8268 15.8657 0.119
H 14.6425 -14.9555 16.5275 0.125
H 14.3800 -17.5240 16.6995 0.083
H 13.7137 -16.8598 18.1351 0.087
H 15.0762 -18.1031 18.2164 0.088
H 17.9712 -15.4576 17.6935 0.087
H 18.4212 -13.8900 17.8401 0.057
C 22.0869 -11.8630 7.7633 -0.052
C 20.6893 -11.2773 8.0632 -0.410
C 19.6220 -12.2902 7.6201 -0.216
O 19.7010 -12.3941 6.2110 -0.182
C 18.8568 -11.4771 5.5542 -0.112
N 20.6178 -11.0377 9.5253 0.043
H 22.8490 -11.2219 8.2017 0.072
H 22.2380 -11.9120 6.6827 0.075
H 22.1072 -12.8699 8.1809 0.063
H 20.5245 -10.3421 7.5278 0.126
H 18.6345 -11.9778 7.9765 0.121
H 19.7983 -13.2466 8.1183 0.100
H 17.8081 -11.7323 5.7517 0.087
H 18.9498 -11.5301 4.4718 0.088
H 19.0134 -10.4505 5.8945 0.084
H 20.6544 -11.9577 9.9553 0.043
H 21.4047 -10.4788 9.8192 0.062
C 22.1335 -17.8505 12.4560 -0.051
C 21.1264 -19.0142 12.3977 -0.417
C 19.6737 -18.5576 12.4569 -0.210
O 19.3730 -17.8804 13.6537 -0.168
C 18.0723 -17.3983 13.6087 -0.142
N 21.3405 -19.7970 11.1761 0.039
H 22.0213 -17.2977 13.3937 0.047
H 21.9299 -17.2040 11.6001 0.069
H 23.1853 -18.1358 12.5071 0.076
H 21.2672 -19.6793 13.2561 0.141
H 19.0675 -19.4746 12.4280 0.127
H 19.3844 -17.9897 11.5632 0.112
H 17.8819 -16.6584 12.8123 0.079
H 17.7678 -16.8319 14.4909 0.073
H 17.3433 -18.2031 13.4446 0.076
H 22.2781 -20.1783 11.2530 0.071
H 21.4298 -19.0686 10.4545 0.017
C 14.9853 -15.6500 9.7953 -0.059
C 14.5845 -17.0962 9.9853 -0.447
C 14.6218 -17.5511 11.4676 -0.192
O 14.1735 -18.8862 11.5772 -0.186
C 15.2076 -19.8340 11.4096 -0.096
N 13.2948 -17.3745 9.3598 0.046
H 16.0110 -15.4473 10.1115 0.063
H 14.3687 -15.0075 10.4317 0.082
H 14.8850 -15.3830 8.7439 0.081
H 15.3474 -17.7119 9.4954 0.110
H 13.8493 -17.0360 12.0471 0.131
H 15.6173 -17.3523 11.8766 0.107
H 16.0502 -19.5776 12.0645 0.067
H 15.6675 -19.8004 10.4151 0.082
H 14.9670 -20.8733 11.6147 0.090
H 12.6934 -16.5540 9.4218 0.068
H 12.7624 -18.0273 9.9320 0.066
C 21.7899 -15.2857 20.9632 -0.070
C 20.6793 -14.7893 20.0369 -0.405
C 20.8502 -13.3154 19.7069 -0.191
O 19.8108 -12.8696 18.8245 -0.221
C 20.0445 -11.5315 18.4443 -0.102
N 20.8541 -15.5072 18.7555 0.041
H 22.7970 -15.0694 20.5972 0.080
H 21.7428 -16.3573 21.1539 0.076
H 21.7997 -14.7754 21.9330 0.076
H 19.7320 -15.0004 20.5443 0.139
H 21.7841 -13.0913 19.1798 0.114
H 20.9344 -12.7213 20.6260 0.131
H 21.0106 -11.3852 17.9435 0.087
H 19.9948 -10.7862 19.2406 0.093
H 19.3138 -11.3448 17.6556 0.078
H 20.2937 -14.9967 18.0795 0.047
H 20.4971 -16.4496 18.8794 0.092
C 19.7356 -12.5165 14.4299 -0.047
C 19.4655 -13.9010 13.8668 -0.410
C 20.3239 -14.3434 12.6891 -0.174
O 19.9942 -13.6999 11.4682 -0.191
C 18.7999 -14.1946 10.8871 -0.094
N 19.7630 -14.8190 14.9842 0.030
H 19.1188 -12.3317 15.3060 0.050
H 19.6242 -11.6908 13.7180 0.083
H 20.7911 -12.4010 14.6945 0.069
H 18.3836 -14.0146 13.7091 0.116
H 20.2260 -15.4266 12.5361 0.109
H 21.3731 -14.2154 12.9599 0.123
H 19.0195 -15.1007 10.3110 0.074
H 18.4887 -13.4005 10.2077 0.082
H 18.0057 -14.3950 11.6082 0.073
H 19.0919 -14.7293 15.7711 0.037
H 19.6580 -15.7836 14.6791 0.045
C 21.5859 -15.9719 8.5278 -0.056
C 20.6337 -17.1366 8.7917 -0.419
C 19.3920 -17.0884 7.8840 -0.223
O 18.4508 -18.0455 8.2885 -0.189
C 17.4654 -18.3368 7.3277 -0.110
N 21.3910 -18.3736 8.5259 0.033
H 22.5421 -16.0337 9.0516 0.084
H 21.2550 -14.9811 8.8557 0.049
H 21.8042 -15.9087 7.4586 0.087
H 20.2229 -17.1063 9.8028 0.100
H 19.7548 -17.2758 6.8660 0.130
H 18.9563 -16.0823 7.9477 0.122
H 16.7088 -19.0092 7.7375 0.079
H 17.9344 -18.9170 6.5287 0.092
H 16.8816 -17.4742 6.9975 0.092
H 20.6865 -19.0936 8.3712 0.080
H 21.8974 -18.2933 7.6510 0.081

=====

65
Properties=species:S:1:pos:R:3:lowdin_charge:R:1 method="wB97M-V/def2-TZVPD" mol_weight_g_mol=465.55 smiles="CCN(CC)CCCNC(=O)CNC(=O)c1nn(-c2ccc(OC)cc2)c(=O)c2ccccc12" e_homo_ev=-8.295 lumo_ha=-0.011 e_tot_ha=-1546.0295 relative_energy_kj_mol=229.6 total_charge=0 homo_lumo_gap_ev=8.00
C 2.4440 1.2169 1.3846 -0.075
H 3.1408 1.3531 0.5626 0.078
H 2.1606 2.1943 1.7688 0.077
H 1.5461 0.7398 0.9996 0.050
C 3.0879 0.3941 2.4943 -0.250
N 3.7590 -0.7998 2.0030 -0.197
C 4.7119 -1.3043 2.9834 -0.257
H 4.8743 -2.3667 2.7996 0.103
H 4.3188 -1.2045 4.0097 0.119
C 6.0554 -0.5897 2.8737 -0.080
H 5.9580 0.4721 3.0827 0.061
H 6.7606 -1.0160 3.5830 0.070
H 6.4544 -0.7050 1.8697 0.067
C 2.8227 -1.8148 1.5459 -0.204
H 2.3448 -2.3408 2.3927 0.126
C 3.4770 -2.8422 0.6199 -0.158
C 4.2024 -2.1857 -0.5570 -0.167
N 3.2953 -1.5229 -1.4696 0.084
C 2.5317 -2.2090 -2.3308 -0.485
O 2.5316 -3.4169 -2.4464 0.062
C 1.6391 -1.3025 -3.2022 -0.066
N 0.7043 -0.5256 -2.4242 0.088
C 1.0357 0.6480 -1.8573 -0.426
O 2.1526 1.1372 -1.9597 0.036
C -0.0836 1.2757 -1.0926 -0.122
N -1.0648 0.4750 -0.8153 0.157
N -2.1256 0.8700 -0.1242 0.020
C -2.2896 2.1535 0.3999 -0.343
O -3.2574 2.4460 1.0733 0.084
C -1.1993 3.0751 0.0773 -0.059
C -1.2792 4.3931 0.5309 0.000
C -0.2689 5.2829 0.2460 -0.057
C 0.8359 4.8680 -0.4960 -0.053
C 0.9340 3.5725 -0.9504 -0.006
C -0.0818 2.6517 -0.6674 -0.090
H 1.7906 3.2484 -1.5175 0.106
H 1.6246 5.5718 -0.7168 0.109
H -0.3308 6.3026 0.5953 0.107
H -2.1487 4.6822 1.1015 0.120
C -3.0720 -0.1595 0.1199 -0.186
C -4.4355 0.0910 0.1140 0.000
C -5.3327 -0.9365 0.3465 -0.007
C -4.8767 -2.2305 0.5779 -0.277
C -3.5009 -2.4774 0.5677 0.005
C -2.6095 -1.4545 0.3435 -0.010
H -1.5475 -1.6459 0.3433 0.108
H -3.1583 -3.4838 0.7462 0.120
O -5.6689 -3.3059 0.8171 -0.081
C -7.0645 -3.1231 0.8568 -0.087
H -7.3552 -2.4225 1.6457 0.096
H -7.4831 -4.1043 1.0745 0.093
H -7.4509 -2.7709 -0.1048 0.096
H -6.3869 -0.7114 0.3398 0.105
H -4.8048 1.0869 -0.0647 0.115
H -0.2013 -0.9118 -2.2016 0.134
H 1.0908 -1.9282 -3.9069 0.130
H 2.2855 -0.6071 -3.7470 0.131
H 3.2228 -0.5145 -1.4402 0.108
H 4.7358 -2.9609 -1.1156 0.122
H 4.9067 -1.4447 -0.1814 0.112
H 2.7066 -3.5097 0.2318 0.111
H 4.1978 -3.4515 1.1657 0.101
H 2.0353 -1.3096 0.9849 0.101
H 2.3264 0.1417 3.2560 0.123
H 3.8449 1.0133 2.9789 0.106

=====

72
Properties=species:S:1:pos:R:3:lowdin_charge:R:1 method="wB97M-V/def2-TZVPD" mol_weight_g_mol=733.46 multiplicity=2 s_squared=0.780 e_homo_ev="-9.545 / -9.057" lumo_ha="-0.094 / -0.100" e_tot_ha=-3127.8184 relative_energy_kj_mol=96.3 total_charge=+1 homo_lumo_gap_ev="6.99 / 6.33"
Mo 0.8205 -0.0960 0.3307 1.569
C -2.1953 2.9714 6.8212 -0.017
C -0.8115 2.3396 6.8780 -0.299
C -0.5861 1.4496 8.0893 -0.130
C -1.5304 0.2575 8.0591 -0.124
C -1.4493 -0.4541 6.7338 -0.120
C -1.8190 -1.7686 6.6125 0.065
C -1.7399 -2.4234 5.3793 -0.256
F -2.1181 -3.7102 5.3298 0.077
C -1.2912 -1.8045 4.2563 0.073
C -0.8883 -0.4607 4.3531 -0.042
C -0.3756 0.2193 3.1863 -0.264
O -0.4036 -0.3574 2.0540 -0.145
C 0.0728 1.5425 3.3531 -0.022
C -0.0806 2.1558 4.5643 0.056
N -0.5776 1.5444 5.6445 0.022
C -0.9724 0.2164 5.5781 -0.060
C 0.6894 2.2376 2.1701 -0.576
O 0.3931 3.3907 1.9078 0.072
O 1.5264 1.4816 1.5352 -0.185
H -2.3927 3.5198 7.7428 0.095
H -2.9739 2.2183 6.6944 0.088
H -2.2673 3.6692 5.9868 0.089
H -0.0531 3.1219 6.8630 0.147
H -0.7328 2.0411 8.9927 0.127
H 0.4501 1.1037 8.0909 0.131
H -2.5585 0.5851 8.2328 0.125
H -1.2921 -0.4425 8.8598 0.127
H -2.1739 -2.3197 7.4750 0.139
H -1.2436 -2.3097 3.3019 0.131
H 0.1924 3.1967 4.6917 0.160
N 0.7740 3.0016 -3.5828 0.167
C -0.3539 2.2510 -2.8844 -0.469
C -1.7023 2.6518 -3.4555 -0.065
P -0.0023 2.6133 -1.1075 0.366
O -0.9603 3.8230 -0.7291 -0.103
O 1.4387 2.9778 -1.1216 -0.277
O -0.4952 1.3847 -0.3375 -0.416
P 0.0239 0.4336 -3.0528 0.372
O 0.7660 0.5304 -4.4950 -0.140
O -1.2209 -0.3757 -3.1822 -0.297
O 1.0329 0.0943 -1.9887 -0.429
H 0.4643 3.9292 -3.8673 0.165
H 1.1098 2.4897 -4.4002 0.133
H 1.5075 3.0992 -2.8312 0.119
H -1.9101 3.7068 -3.2688 0.086
H -2.4813 2.0614 -2.9771 0.093
H -1.7487 2.4510 -4.5277 0.092
H -0.8087 4.0681 0.2037 0.078
H 0.6745 -0.2681 -5.0275 0.094
C 1.3231 -5.6224 1.1377 -0.035
N 1.8258 -4.2803 1.4093 -0.146
C 2.7458 -4.1142 2.5234 -0.034
C 1.3786 -3.1787 0.7612 -0.388
N 1.5397 -1.9727 1.1879 0.034
N 0.7594 -3.4308 -0.4579 0.172
C -0.1939 -2.6302 -1.0593 -0.462
N -0.8026 -3.1342 -2.1511 0.193
N -0.4893 -1.4794 -0.5709 0.006
H 1.3302 -6.1884 2.0664 0.096
H 1.9402 -6.1559 0.4097 0.097
H 0.2926 -5.5887 0.7900 0.093
H 3.2611 -5.0559 2.6934 0.096
H 2.2271 -3.8302 3.4445 0.099
H 3.4971 -3.3613 2.2847 0.099
H 1.8871 -1.9356 2.1374 0.083
H 0.9665 -4.3115 -0.8940 0.140
H -0.4639 -3.9707 -2.5923 0.112
H -1.2602 -2.4398 -2.7375 0.090
H -1.2125 -1.0137 -1.1186 0.074
S 4.1138 -0.0654 -0.8164 0.777
C 2.6714 -0.0748 -0.3118 -0.820